{
  "formula": "H18Ne2O9",
  "method": "wB97M-V/def2-TZVPD",
  "largest_force_ev_per_a": 1.2,
  "total_charge": 0,
  "multiplicity": 1,
  "relative_energy_kcal_mol": 16.02,
  "homo_ev": -10.81,
  "orbital_gap_ev": 10.49,
  "e_lumo_ev": -0.33,
  "mol_weight_da": 202.5,
  "elements": ["Ne", "Ne", "O", "H", "H", "O", "H", "H", "O", "H", "H", "O", "H", "H", "O", "H", "H", "O", "H", "H", "O", "H", "H", "O", "H", "H", "O", "H", "H"],
  "positions_angstrom": [[0.198134, 0.169412, 0.490386], [-1.988961, 0.515893, 1.552755], [1.354690, 4.484029, 0.769315], [1.974279, 3.791723, 0.538969], [0.658977, 4.033807, 1.248380], [-2.039669, -1.483231, -2.662153], [-2.709156, -1.961732, -3.151082], [-1.958577, -1.960406, -1.836345], [1.846097, -1.070933, 2.920075], [2.363931, -0.347116, 3.272436], [2.166313, -1.181582, 2.024838], [-1.116729, -1.244539, 3.856683], [-0.217121, -1.252000, 3.529755], [-1.136704, -1.934233, 4.520122], [2.644460, 0.628723, -1.618996], [2.064801, 1.220005, -2.099206], [3.031966, 1.175301, -0.935388], [2.522187, -1.581982, 0.390537], [2.298201, -0.776097, -0.074874], [1.917691, -2.236789, 0.041188], [-3.250434, 0.888560, -1.612189], [-2.820782, 0.094279, -1.929584], [-3.747676, 0.602590, -0.845900], [-1.780001, 3.278974, -1.538156], [-1.983658, 2.425216, -1.156243], [-2.631303, 3.641325, -1.783576], [1.088830, -3.434826, -1.102688], [0.162749, -3.586040, -0.913644], [1.087465, -2.898330, -1.895414]],
  "forces_ev_per_angstrom": [[0.060, 0.035, -0.083], [-0.171, 0.036, 0.066], [0.139, 0.201, -0.013], [0.142, -0.101, -0.054], [-0.280, -0.071, 0.076], [0.199, 0.176, 0.058], [-0.228, -0.123, -0.272], [0.058, -0.178, 0.285], [-0.520, 0.243, 1.103], [0.037, 0.120, 0.267], [0.234, -0.450, -0.975], [-0.487, 0.063, -0.002], [0.693, 0.089, -0.226], [-0.020, -0.127, 0.152], [-0.033, -0.310, 0.125], [-0.254, 0.177, -0.191], [0.261, 0.210, 0.113], [0.530, 0.349, 0.461], [0.041, 0.270, -0.505], [-0.257, -0.617, -0.269], [-0.242, 0.409, 0.297], [0.336, -0.435, -0.435], [-0.214, -0.006, 0.231], [0.574, 0.529, 0.106], [-0.302, -0.385, -0.128], [-0.169, -0.021, -0.080], [0.009, -0.066, 0.165], [-0.238, -0.180, 0.121], [0.103, 0.163, -0.393]]
}